22
Properties=species:S:1:pos:R:3:forces:R:3 method="wB97M-V/def2-TZVPD" smiles="CC[C@H](CS)C(C)=[NH2+]" e_tot_ha=-689.66632 e_homo_ev=-12.9 max_force_ev_per_a=4.0 e_above_lowest_ev=1.311 total_charge=+1 orbital_gap_ev=8.304
C -1.735161 0.869178 -1.889739 0.6 -0.8 -0.8
C -0.435885 0.875413 -1.103782 1.8 1.2 2.3
C -0.145601 -0.420392 -0.272601 -0.1 0.7 -1.4
C -1.175217 -0.666250 0.745588 -0.9 -1.0 1.5
S -0.594675 -1.932128 1.949488 2.1 -0.5 -2.6
C 1.205152 -0.269514 0.295695 -0.5 -3.4 -1.5
C 1.508728 0.694865 1.289091 0.5 2.1 0.7
N 2.150515 -1.102456 -0.097590 0.0 3.4 2.1
H -2.278651 -0.000536 -1.429772 -0.2 1.0 -1.2
H -1.405406 0.671037 -2.975926 -1.2 0.2 1.6
H -2.319043 1.818740 -1.795133 0.6 -1.0 -0.2
H -0.367532 1.710348 -0.320255 -0.4 -0.8 -1.2
H 0.516635 0.939290 -1.648006 -0.6 0.7 -0.7
H -0.145356 -1.245244 -0.983316 0.2 -0.3 0.0
H -1.561521 0.183213 1.265024 0.5 1.0 0.5
H -2.058603 -1.000824 0.255671 -0.6 -0.7 -0.5
H -1.429539 -1.707410 2.841797 -2.2 0.6 2.3
H 2.287471 1.322423 0.858288 0.0 0.6 -0.4
H 2.086747 0.330992 2.130116 -0.6 -0.5 0.5
H 0.645235 1.338956 1.517556 0.5 -0.5 0.3
H 3.007780 -0.714723 0.232533 1.3 -0.7 0.2
H 2.243928 -1.694976 -0.864726 -0.8 -1.3 -1.5

---

21
Properties=species:S:1:pos:R:3:forces:R:3 method="wB97M-V/def2-TZVPD" smiles="C=C(C)CCC.O" e_tot_ha=-312.17960 e_homo_ev=-8.9 max_force_ev_per_a=2.5 e_above_lowest_ev=2.053 orbital_gap_ev=9.680
C -0.149249 1.598053 -0.661018 0.0 1.1 0.4
C -0.074822 0.326429 -0.356818 -0.7 -1.3 0.2
C -0.465550 -0.707748 -1.412987 -2.0 0.0 1.4
C 0.247505 -0.099752 1.038166 -2.0 -0.6 0.5
C 1.639843 -0.650988 1.251570 1.9 1.0 -0.5
C 2.602984 0.366694 0.591353 0.2 2.0 0.7
H -0.043132 1.843458 -1.658132 -0.7 0.5 -2.3
H -0.262233 2.495115 -0.065135 0.7 -0.4 0.8
H -1.182124 -0.255315 -2.122253 0.6 -0.2 0.2
H 0.321210 -1.170263 -1.914381 1.6 -0.6 -1.0
H -1.039816 -1.562772 -0.932046 0.6 1.1 -0.3
H -0.549042 -0.751721 1.460714 0.5 -0.1 -0.5
H 0.110376 0.804084 1.623786 0.5 0.2 0.4
H 1.978037 -1.565257 0.715497 -1.2 -0.1 0.8
H 1.805404 -0.701537 2.342431 0.2 -0.4 -0.6
H 3.643061 0.485957 0.883211 0.4 -1.5 0.0
H 2.390006 1.422841 0.814726 -1.0 -0.1 0.2
H 2.500597 0.377851 -0.482689 0.3 -0.5 -0.4
O -4.196279 -0.744448 -0.113266 -0.8 0.3 -0.6
H -4.470324 -1.507450 -0.660680 0.1 0.8 0.4
H -4.806455 -0.003240 -0.342045 0.7 -1.0 0.2

---

21
Properties=species:S:1:pos:R:3:forces:R:3 method="wB97M-V/def2-TZVPD" smiles="C=C(CC)CC.O" e_tot_ha=-312.18383 e_homo_ev=-9.0 max_force_ev_per_a=4.6 e_above_lowest_ev=1.938 orbital_gap_ev=9.614
C -1.278084 -0.806853 -0.999116 1.7 -0.9 -0.2
C -0.267455 -0.828202 -0.081612 -2.5 2.9 -2.5
C 1.079610 -1.361126 -0.413494 0.5 -0.1 -0.8
C 1.380327 -2.339460 -1.598692 -2.0 0.4 -0.1
C -0.213298 0.231488 1.062057 1.4 -1.1 -1.3
C -1.434289 0.675722 1.777048 -0.7 1.2 0.3
H -1.085853 -1.230363 -2.004266 -0.2 -0.3 0.8
H -2.247749 -0.350856 -0.958312 -0.2 0.4 0.7
H 1.719933 -0.494474 -0.515049 0.2 0.5 -0.4
H 1.397286 -1.672101 0.545720 0.9 -1.4 0.9
H 0.532119 -3.061662 -1.699836 0.8 0.1 0.4
H 1.306163 -1.829190 -2.596996 0.5 -0.1 1.0
H 2.335167 -2.860382 -1.477682 -0.3 0.2 -0.1
H 0.488421 -0.269506 1.689942 0.5 0.0 1.3
H 0.345114 1.132569 0.704771 -0.3 -0.8 -0.1
H -1.698053 1.704933 1.516472 -0.2 -0.2 -0.6
H -2.298549 0.051469 1.595145 -0.2 -0.2 0.3
H -1.222705 0.840233 2.829403 -0.1 -0.7 0.3
O 0.462457 4.113210 0.612204 1.1 -1.4 -1.3
H -0.127938 4.725166 0.196819 -0.7 0.7 -0.2
H 0.827376 3.629388 -0.184525 -0.5 0.7 1.5

---

21
Properties=species:S:1:pos:R:3:forces:R:3 method="wB97M-V/def2-TZVPD" e_tot_ha=-311.98587 e_homo_ev=-7.8 max_force_ev_per_a=4.9 e_above_lowest_ev=7.324 orbital_gap_ev=5.640
C 1.917188 -0.116725 -0.568710 3.2 2.4 -2.1
O 3.190577 0.145704 -0.632769 -4.7 -0.9 0.9
C 0.847482 0.571328 0.133979 1.4 -1.1 -0.9
C -0.477041 -0.017937 0.171572 1.7 3.2 1.6
C -0.799914 -0.396500 1.608647 -2.3 1.1 0.2
C -1.539059 0.762280 -0.679085 -0.5 -2.6 -0.6
C -2.831264 -0.113973 -0.878641 0.5 0.3 -0.3
H 1.197418 1.248284 0.901964 -0.1 -0.6 0.9
H 1.527365 -0.891417 -1.270931 0.4 -0.3 0.6
H 5.923472 0.867523 0.183165 0.9 -0.2 0.5
H -0.139005 -2.081592 -0.341969 -0.5 1.4 -0.4
H 6.601526 0.717385 0.530620 -1.0 0.2 -0.5
H -0.257011 -1.127674 -0.398129 0.1 -2.6 -0.5
H -0.919463 0.557866 2.157116 0.0 -0.4 -0.1
H -1.798558 -0.882655 1.606177 0.5 0.1 0.4
H -0.095920 -1.003785 2.176335 0.2 0.0 -0.6
H -1.718103 1.720087 -0.156953 0.0 -0.6 -0.1
H -1.135396 1.012679 -1.686145 0.0 -0.2 0.8
H -2.602006 -1.114246 -1.348283 -0.1 1.1 0.5
H -3.396729 -0.287265 0.042371 0.3 0.0 -0.1
H -3.495557 0.430625 -1.550329 -0.1 -0.2 -0.1

---

21
Properties=species:S:1:pos:R:3:forces:R:3 method="wB97M-V/def2-TZVPD" smiles=CCCOCCC e_tot_ha=-312.23312 e_homo_ev=-9.8 max_force_ev_per_a=0.3 e_above_lowest_ev=0.596 orbital_gap_ev=10.945
C -3.680084 0.268883 0.220147 -0.1 0.1 0.0
C -2.398499 -0.521075 -0.028186 0.1 -0.1 0.0
C -1.161471 0.361655 -0.008626 -0.2 0.1 0.0
O -0.020302 -0.459360 0.051891 0.0 -0.1 0.0
C 1.184817 0.263610 -0.009713 0.2 0.1 0.0
C 2.345091 -0.714390 -0.078752 0.0 0.0 0.0
C 3.692967 0.001274 -0.121472 0.0 0.0 0.0
H -3.744829 1.154179 -0.423367 0.0 -0.1 0.0
H -4.565319 -0.344264 0.026916 0.1 0.1 0.1
H -3.729064 0.610479 1.259486 0.0 0.0 -0.1
H -2.270232 -1.282083 0.749697 0.0 0.1 -0.1
H -2.452381 -1.053107 -0.984286 0.0 0.1 0.1
H -1.202482 1.031526 0.867905 0.1 -0.1 -0.1
H -1.117064 1.006052 -0.906794 -0.1 -0.1 0.2
H 1.290253 0.924523 0.870166 -0.1 -0.1 -0.1
H 1.188916 0.913118 -0.903102 0.0 -0.1 0.1
H 2.215380 -1.339299 -0.970279 0.0 0.1 0.1
H 2.295196 -1.384673 0.787656 0.0 0.1 -0.1
H 3.855618 0.597037 0.784456 0.0 -0.1 -0.1
H 3.755394 0.679111 -0.981219 0.0 -0.1 0.1
H 4.518103 -0.713200 -0.202515 -0.1 0.1 0.0

---

21
Properties=species:S:1:pos:R:3:forces:R:3 method="wB97M-V/def2-TZVPD" smiles=CCCCCOC e_tot_ha=-312.22197 e_homo_ev=-9.8 max_force_ev_per_a=0.4 e_above_lowest_ev=0.900 orbital_gap_ev=10.936
C -1.260288 -1.184325 -0.790376 0.2 -0.2 0.1
C -2.004231 -0.402839 0.296918 0.0 0.1 -0.2
C -1.484099 1.034821 0.454177 -0.1 0.0 0.1
C -0.064829 1.188241 1.038450 0.0 0.0 0.0
C 1.111594 0.828786 0.119364 0.1 0.2 0.0
O 1.605274 -0.477200 0.379405 -0.3 0.0 -0.2
C 2.587998 -0.896694 -0.539288 0.2 -0.1 -0.1
H -1.688683 -2.181536 -0.936207 0.0 0.1 0.0
H -0.212777 -1.317137 -0.495521 -0.3 0.0 -0.2
H -1.290629 -0.667521 -1.763140 0.0 -0.1 0.3
H -3.072005 -0.377232 0.030691 0.2 0.1 0.2
H -1.935121 -0.911920 1.275374 0.0 0.1 -0.4
H -1.557614 1.560245 -0.513472 0.1 -0.1 0.2
H -2.162581 1.566150 1.131864 0.0 0.0 -0.1
H 0.020011 0.598218 1.961828 0.0 0.0 -0.2
H 0.071368 2.237792 1.346349 -0.1 -0.3 -0.1
H 0.820216 0.944829 -0.940729 0.0 -0.2 0.2
H 1.934560 1.530591 0.295730 0.0 0.1 0.0
H 2.243977 -0.902248 -1.589260 -0.2 0.1 0.3
H 2.863003 -1.922196 -0.270208 0.0 0.3 0.0
H 3.474854 -0.248824 -0.491940 0.0 -0.1 0.0

---

21
Properties=species:S:1:pos:R:3:forces:R:3 method="wB97M-V/def2-TZVPD" smiles="C=CCCOC.C" e_tot_ha=-312.18860 e_homo_ev=-9.6 max_force_ev_per_a=0.3 e_above_lowest_ev=1.808 orbital_gap_ev=10.630
C 1.126899 -1.480067 1.604570 -0.2 0.1 0.1
C 0.167970 -0.559885 1.626601 0.1 -0.1 0.0
C -0.926457 -0.461684 0.601552 -0.1 -0.1 0.0
C -0.951768 0.843661 -0.190375 0.2 0.0 0.2
O -2.097490 0.797716 -1.008173 0.0 -0.1 0.0
C -2.248299 1.934131 -1.816202 -0.1 0.2 -0.2
H 1.196149 -2.210483 0.799070 -0.1 0.1 0.2
H 1.938475 -1.488388 2.328783 -0.2 0.0 0.0
H 0.179534 0.193810 2.416155 -0.1 -0.1 -0.1
H -1.904916 -0.555547 1.089186 0.1 0.0 0.0
H -0.839362 -1.290325 -0.110323 0.0 0.1 0.1
H -0.996299 1.718171 0.483023 0.0 -0.1 -0.1
H -0.041696 0.954670 -0.806261 -0.1 -0.1 0.1
H -2.344550 2.852898 -1.215888 0.0 -0.1 -0.1
H -3.162696 1.798413 -2.400156 0.2 0.0 0.1
H -1.399404 2.057824 -2.507340 -0.1 0.0 0.1
C 3.152981 0.007240 -0.122963 0.1 0.1 0.0
H 3.741424 -0.795714 0.332110 -0.1 0.2 -0.1
H 3.708630 0.944135 -0.087839 0.1 -0.1 -0.1
H 2.908596 -0.262242 -1.153079 0.1 0.1 0.1
H 2.230049 0.124573 0.437100 0.3 0.1 -0.2

---

21
Properties=species:S:1:pos:R:3:forces:R:3 method="wB97M-V/def2-TZVPD" smiles="C=CCCCC.O" e_tot_ha=-312.22584 e_homo_ev=-10.0 max_force_ev_per_a=0.4 e_above_lowest_ev=0.794 orbital_gap_ev=11.023
C 2.848412 -0.462519 -1.023845 -0.4 -0.2 0.0
C 1.706886 -1.010737 -0.593216 0.4 0.1 -0.2
C 0.328102 -0.563428 -0.990912 0.0 0.0 -0.1
C -0.607436 -0.322660 0.200483 0.0 0.0 0.0
C -2.014268 0.072928 -0.248249 0.0 0.0 -0.1
C -2.979514 0.289430 0.914314 0.0 0.0 0.1
H 3.818463 -0.837040 -0.709181 -0.1 0.0 0.0
H 2.848815 0.372299 -1.721692 0.0 -0.1 0.1
H 1.761285 -1.855286 0.095399 0.0 0.1 -0.1
H 0.406176 0.350705 -1.593889 0.0 -0.1 0.1
H -0.127014 -1.325652 -1.642048 0.1 0.1 0.1
H -0.178186 0.453637 0.848223 -0.1 -0.1 -0.1
H -0.667492 -1.237813 0.809038 0.0 0.1 -0.1
H -2.408389 -0.709592 -0.911788 0.0 0.1 0.1
H -1.957945 0.987492 -0.854474 0.0 -0.1 0.1
H -3.977004 0.569273 0.558614 0.1 0.0 0.0
H -2.625606 1.087173 1.577057 0.0 -0.1 -0.1
H -3.083070 -0.621385 1.515815 0.0 0.1 -0.1
O 2.286937 1.419757 1.452563 0.0 -0.1 0.1
H 2.290093 0.867947 0.659070 0.0 0.1 -0.1
H 2.608431 0.809557 2.124924 0.0 0.1 0.1

---

Please write out number 7 again, unchanged.
21
Properties=species:S:1:pos:R:3:forces:R:3 method="wB97M-V/def2-TZVPD" smiles="C=CCCOC.C" e_tot_ha=-312.18860 e_homo_ev=-9.6 max_force_ev_per_a=0.3 e_above_lowest_ev=1.808 orbital_gap_ev=10.630
C 1.126899 -1.480067 1.604570 -0.2 0.1 0.1
C 0.167970 -0.559885 1.626601 0.1 -0.1 0.0
C -0.926457 -0.461684 0.601552 -0.1 -0.1 0.0
C -0.951768 0.843661 -0.190375 0.2 0.0 0.2
O -2.097490 0.797716 -1.008173 0.0 -0.1 0.0
C -2.248299 1.934131 -1.816202 -0.1 0.2 -0.2
H 1.196149 -2.210483 0.799070 -0.1 0.1 0.2
H 1.938475 -1.488388 2.328783 -0.2 0.0 0.0
H 0.179534 0.193810 2.416155 -0.1 -0.1 -0.1
H -1.904916 -0.555547 1.089186 0.1 0.0 0.0
H -0.839362 -1.290325 -0.110323 0.0 0.1 0.1
H -0.996299 1.718171 0.483023 0.0 -0.1 -0.1
H -0.041696 0.954670 -0.806261 -0.1 -0.1 0.1
H -2.344550 2.852898 -1.215888 0.0 -0.1 -0.1
H -3.162696 1.798413 -2.400156 0.2 0.0 0.1
H -1.399404 2.057824 -2.507340 -0.1 0.0 0.1
C 3.152981 0.007240 -0.122963 0.1 0.1 0.0
H 3.741424 -0.795714 0.332110 -0.1 0.2 -0.1
H 3.708630 0.944135 -0.087839 0.1 -0.1 -0.1
H 2.908596 -0.262242 -1.153079 0.1 0.1 0.1
H 2.230049 0.124573 0.437100 0.3 0.1 -0.2